Below is a 3-piece molecular cluster, C28H62FINO8P2S2 overall, with properties calculated with wB97M-V/def2-TZVPD.

Last column: Löwdin charge in e.
Cartesian coordinates (Å):
1 C -6.263 0.983 1.254  -0.1365
2 C -7.049 0.654 -0.076  -0.2473
3 C -6.092 0.248 -1.294  -0.1991
4 C -4.779 1.122 -1.220  -0.2337
5 C -4.034 1.233 -2.608  -0.2068
6 C -2.868 2.289 -2.407  -0.2064
7 C -1.775 2.199 -3.553  -0.1978
8 C -0.526 3.118 -3.229  -0.1916
9 C 0.353 2.549 -2.027  -0.1980
10 C 0.920 1.113 -2.339  -0.1802
11 C 1.814 0.529 -1.183  -0.1242
12 C 1.027 0.331 0.165  -0.3158
13 O 1.844 0.500 1.321  -0.1361
14 C 0.987 0.395 2.479  -0.3975
15 P 1.956 1.055 3.959  0.9575
16 C 1.850 2.948 4.023  -0.2746
17 C 3.811 0.749 3.680  -0.2597
18 C 0.375 -1.074 2.681  -0.2229
19 C 0.814 -1.793 4.005  -0.1429
20 C 2.289 -2.326 4.032  -0.1834
21 F 2.252 -3.670 4.451  -0.0583
22 N 0.626 -1.885 1.437  -0.0687
23 C 0.024 -3.248 1.461  -0.1819
24 C 0.353 -4.173 0.226  -0.6996
25 C 1.808 -4.008 -0.371  -0.1499
26 I -1.111 -4.098 -1.390  0.9575
27 C 0.259 -1.084 0.205  -0.2462
28 P -1.579 -0.675 0.043  0.7800
29 O -1.883 -0.675 -1.466  -0.4775
30 H -6.881 0.789 2.169  0.0716
31 H -5.328 0.368 1.360  0.0568
32 H -5.999 2.075 1.239  0.0726
33 H -7.751 -0.195 0.150  0.1006
34 H -7.648 1.541 -0.400  0.1049
35 H -6.665 0.434 -2.238  0.1093
36 H -5.863 -0.850 -1.219  0.1045
37 H -4.095 0.705 -0.440  0.0603
38 H -5.078 2.167 -0.924  0.1200
39 H -3.649 0.250 -2.971  0.0762
40 H -4.763 1.588 -3.386  0.1209
41 H -2.436 2.161 -1.385  0.0784
42 H -3.351 3.301 -2.484  0.1202
43 H -2.215 2.580 -4.511  0.1163
44 H -1.501 1.131 -3.736  0.0940
45 H 0.123 3.310 -4.116  0.1086
46 H -0.965 4.096 -2.892  0.1124
47 H -0.345 2.561 -1.141  0.0860
48 H 1.148 3.303 -1.800  0.1165
49 H 1.595 1.237 -3.231  0.1304
50 H 0.105 0.374 -2.555  0.0910
51 H 2.609 1.300 -0.970  0.1307
52 H 2.384 -0.391 -1.491  0.1228
53 H 0.254 1.152 0.180  0.1068
54 H 0.125 1.114 2.328  0.1252
55 H 2.065 3.287 5.063  0.0463
56 H 2.591 3.434 3.340  0.0457
57 H 0.824 3.257 3.710  0.0378
58 H 4.108 0.926 2.617  0.0438
59 H 4.346 1.493 4.318  0.0490
60 H 4.131 -0.268 4.001  0.0172
61 H -0.737 -0.916 2.781  0.1572
62 H 0.153 -2.701 4.111  0.1209
63 H 0.577 -1.185 4.915  0.1098
64 H 2.831 -1.780 4.841  0.1128
65 H 2.871 -2.185 3.090  0.1196
66 H 1.653 -2.004 1.403  0.1577
67 H -1.095 -3.159 1.515  0.1065
68 H 0.309 -3.847 2.368  0.1405
69 H 0.290 -5.225 0.609  0.0849
70 H 2.551 -3.559 0.343  0.0826
71 H 1.785 -3.482 -1.356  0.0588
72 H 2.193 -5.040 -0.589  0.0948
73 H 0.543 -1.594 -0.749  0.1033
74 H -2.444 -1.630 0.649  0.0256
75 H -1.862 0.644 0.511  0.0451
76 O -5.515 -2.746 -6.083  -0.2701
77 S -4.366 -3.445 -5.580  0.5940
78 O -3.205 -3.672 -6.395  -0.2763
79 O -4.844 -4.851 -4.952  -0.2689
80 C -5.617 -5.734 -5.775  -0.2610
81 C -4.754 -6.462 -6.790  -0.0739
82 C -3.852 -2.693 -4.065  -0.1269
83 H -6.428 -5.190 -6.264  0.1173
84 H -6.075 -6.462 -5.104  0.1219
85 H -4.352 -5.772 -7.532  0.0719
86 H -5.338 -7.220 -7.315  0.0830
87 H -3.906 -6.943 -6.300  0.0838
88 H -4.720 -2.561 -3.423  0.0743
89 H -3.413 -1.728 -4.307  0.0682
90 H -3.110 -3.330 -3.592  0.0093
91 O 7.469 6.148 3.081  -0.2688
92 S 7.324 4.723 3.176  0.5893
93 O 6.299 4.117 3.984  -0.3009
94 O 8.744 4.075 3.567  -0.2649
95 C 9.413 4.559 4.739  -0.2579
96 C 8.795 4.009 6.011  -0.0751
97 C 7.218 4.052 1.543  -0.1238
98 H 9.428 5.652 4.747  0.1181
99 H 10.448 4.222 4.667  0.1240
100 H 7.787 4.400 6.160  0.0694
101 H 9.395 4.286 6.879  0.0835
102 H 8.717 2.922 5.963  0.0834
103 H 8.019 4.470 0.938  0.0766
104 H 6.249 4.333 1.133  0.0735
105 H 7.298 2.968 1.603  0.0713

Values from the calculation:
* total charge: +1

=====

Below is C18H29N6PtS3 as an isolated structure, with properties calculated with wB97M-V/def2-TZVPD.

Last column: Löwdin charge in e.
Cartesian coordinates (Å):
1 Pt -0.001 0.036 0.130  1.3338
2 C 2.349 -1.171 -1.484  -0.1298
3 C 2.863 -0.202 -0.437  -0.1490
4 N 2.059 -0.314 0.812  -0.1263
5 C 2.271 -1.575 1.576  -0.1900
6 C 0.993 -2.066 2.193  -0.3680
7 S -0.360 -2.243 1.011  1.0311
8 C 0.272 -3.206 -0.405  -0.3267
9 C 0.189 -2.401 -1.690  -0.2186
10 N 0.864 -1.094 -1.548  -0.1729
11 H 2.798 -0.936 -2.449  0.1551
12 H 2.640 -2.194 -1.250  0.1254
13 H 3.921 -0.392 -0.239  0.1571
14 H 2.770 0.820 -0.801  0.1016
15 H 2.286 0.464 1.429  0.1316
16 H 2.728 -2.316 0.924  0.1238
17 H 2.974 -1.405 2.395  0.1601
18 H 1.135 -3.012 2.720  0.1251
19 H 0.591 -1.337 2.902  0.0927
20 H 1.275 -3.556 -0.163  0.0962
21 H -0.366 -4.087 -0.492  0.1159
22 H 0.618 -2.984 -2.509  0.1557
23 H -0.855 -2.210 -1.936  0.1183
24 H 0.605 -0.531 -2.356  0.1381
25 N -3.249 -1.552 -0.253  0.1421
26 C -3.003 -0.444 -0.956  -0.6245
27 N -1.859 0.234 -0.990  -0.0435
28 C -1.968 1.387 -1.753  -0.3302
29 C -3.172 1.540 -2.361  -0.2899
30 S -4.232 0.270 -1.961  1.2044
31 C -0.870 2.297 -1.764  -0.3351
32 C -0.769 3.461 -2.461  -0.2929
33 S 0.660 4.291 -2.064  1.2014
34 C 1.075 3.031 -0.932  -0.6264
35 N 0.207 2.033 -0.937  -0.0127
36 N 2.158 3.125 -0.152  0.1413
37 H -2.601 -1.866 0.444  0.0223
38 H -4.162 -1.978 -0.262  0.1362
39 H -3.493 2.347 -2.999  0.1075
40 H -1.469 3.872 -3.170  0.1067
41 H 2.747 3.943 -0.176  0.1350
42 H 2.243 2.529 0.652  0.0970
43 C -0.733 1.902 5.048  -0.0391
44 C -1.655 2.236 3.856  -0.6226
45 C -1.664 3.753 3.634  -0.0352
46 C -3.069 1.722 4.151  -0.0345
47 C -1.107 1.551 2.673  -0.0960
48 C -0.653 0.965 1.719  -0.2258
49 H -1.116 2.396 5.940  0.1011
50 H 0.282 2.257 4.867  0.0872
51 H -0.710 0.827 5.233  0.0857
52 H -2.034 4.245 4.532  0.1017
53 H -2.321 4.025 2.806  0.0904
54 H -0.663 4.129 3.421  0.0875
55 H -3.441 2.200 5.057  0.1020
56 H -3.077 0.642 4.302  0.0884
57 H -3.754 1.964 3.337  0.0902

Values from the calculation:
* ΔE to the lowest compared entry with this formula, charge and spin: 0.00 kJ/mol
* total charge: +3

=====

Max |F|
In order: 4.882 2.369
Unit: eV/Å
Energy
In order: -3637.0089 -2344.7155
Unit: hartree